Entry 1:
A cluster of 8 separate species, C9H34O8 in total in a non-equilibrium geometry, computed with the ωB97M-V functional and the def2-TZVPD basis.

Last column: Mulliken charge in e.
Geometry (Å):
O: -2.753 -1.384 -3.987  -0.573
H: -2.987 -2.312 -3.997  0.355
H: -2.708 -1.158 -3.058  0.279
O: -5.027 2.198 -2.591  -0.653
H: -4.086 2.054 -2.691  0.352
H: -5.347 2.323 -3.485  0.344
O: 1.883 -1.546 -3.328  -0.890
H: 2.832 -1.435 -3.287  0.465
H: 1.643 -1.245 -4.205  0.331
O: -3.634 -0.672 -0.862  -0.533
H: -2.912 -0.044 -0.886  0.330
H: -4.179 -0.383 -0.131  0.262
O: -1.115 0.732 -5.719  -0.672
H: -1.709 0.024 -5.470  0.183
H: -0.965 0.601 -6.656  0.439
C: 0.766 1.312 -2.189  -2.211
C: -0.170 0.452 -1.340  -0.180
C: -0.090 0.802 0.151  -0.778
O: -1.480 0.733 -1.773  0.223
H: 0.838 2.381 -1.991  0.509
H: 0.513 1.129 -3.234  0.423
H: 1.779 1.011 -1.921  0.423
H: 0.140 -0.561 -1.596  0.100
H: 0.744 0.213 0.534  0.392
H: -1.013 0.398 0.567  0.165
H: -0.033 1.813 0.554  0.086
H: -1.303 1.098 -2.643  0.036
C: 1.404 2.411 3.853  -1.080
C: 1.085 3.805 4.227  0.362
C: 0.752 4.667 3.051  -1.362
O: -0.081 3.816 5.025  -0.562
H: 2.224 2.487 3.138  0.344
H: 0.528 1.889 3.469  0.193
H: 1.710 1.887 4.759  0.360
H: 1.934 4.242 4.752  0.280
H: 0.153 5.546 3.287  0.389
H: 0.162 4.261 2.230  0.300
H: 1.715 4.938 2.618  0.371
H: -0.797 3.517 4.459  0.354
C: 1.000 -5.251 2.417  -1.247
C: 1.773 -4.530 1.388  0.413
C: 1.676 -2.974 1.388  -1.372
O: 3.137 -4.993 1.557  -0.451
H: 0.054 -4.710 2.435  0.350
H: 1.375 -4.931 3.389  0.314
H: 0.884 -6.333 2.351  0.342
H: 1.464 -4.878 0.403  0.274
H: 1.933 -2.518 0.432  0.255
H: 2.380 -2.487 2.063  0.333
H: 0.655 -2.613 1.518  0.354
H: 3.255 -5.784 1.027  0.282

Properties
Multiplicity ... 2
Calculated total energy ... -26262.5588 eV
Maximum force ... 2.77 eV/Å
Charge ... -1

Entry 2:
An isolated molecule of C17H14FN3O5 in a non-equilibrium geometry, computed with the ωB97M-V functional and the def2-TZVPD basis.

Last column: Mulliken charge in e.
Geometry (Å):
C: -3.127 -5.946 0.024  -0.866
O: -1.892 -5.381 0.407  -0.445
C: -1.777 -4.040 0.465  0.653
C: -2.796 -3.130 0.181  -0.443
C: -2.561 -1.770 0.257  -0.961
C: -1.324 -1.275 0.643  0.276
N: -1.094 0.115 0.682  0.373
C: -1.889 1.014 1.379  0.450
O: -2.888 0.723 1.974  -0.590
C: -1.274 2.386 1.207  -0.778
C: 0.099 2.135 0.583  -0.424
N: 0.473 3.109 -0.403  -0.186
C: 1.757 3.201 -0.922  0.602
C: 2.875 2.635 -0.309  -0.104
C: 4.139 2.834 -0.832  -0.797
C: 4.289 3.599 -1.972  0.292
F: 5.527 3.794 -2.483  -0.337
C: 3.200 4.165 -2.608  -0.640
C: 1.942 3.961 -2.081  -0.437
C: 0.007 0.701 0.062  0.558
O: 0.702 0.155 -0.747  -0.580
C: -0.308 -2.186 0.960  0.180
N: 0.983 -1.763 1.451  1.050
O: 1.063 -0.664 1.964  -0.586
O: 1.898 -2.543 1.357  -0.619
C: -0.530 -3.548 0.854  -0.500
H: -3.408 -5.643 -0.988  0.350
H: -3.923 -5.678 0.724  0.348
H: -2.974 -7.023 0.048  0.247
H: -3.777 -3.470 -0.109  0.427
H: -3.352 -1.075 0.025  0.404
H: -1.234 2.902 2.164  0.302
H: -1.910 2.974 0.540  0.282
H: 0.866 2.119 1.366  0.255
H: -0.246 3.296 -1.090  0.285
H: 2.774 2.017 0.568  0.272
H: 5.004 2.393 -0.364  0.427
H: 3.342 4.751 -3.502  0.419
H: 1.082 4.396 -2.570  0.306
H: 0.264 -4.239 1.092  0.537

Properties
Multiplicity ... 1
Calculated total energy ... -35279.1790 eV
Maximum force ... 1.42 eV/Å
SMILES string ... COc1ccc(N2C(=O)C[C@H](Nc3ccc(F)cc3)C2=O)c([N+](=O)[O-])c1

Entry 3:
An isolated molecule of C3H8P2 in a non-equilibrium geometry, computed with the ωB97M-V functional and the def2-TZVPD basis.

Last column: Mulliken charge in e.
Geometry (Å):
C: -2.975 0.263 -1.078  -0.518
C: 1.848 -0.544 0.312  -0.938
C: 0.710 -0.775 -0.633  -0.551
P: -0.769 -1.435 0.343  0.081
P: -2.187 0.198 0.437  0.000
H: -2.362 0.855 -1.725  0.226
H: 2.135 -1.573 0.861  0.253
H: 2.815 -0.180 -0.082  0.319
H: 1.456 0.166 1.076  0.260
H: 0.897 -1.662 -1.388  0.303
H: 0.496 0.035 -1.338  0.362
H: -2.069 1.416 1.326  0.103
H: -3.047 -0.505 1.459  0.100

Properties
Multiplicity ... 1
Calculated total energy ... -21812.2196 eV
Maximum force ... 3.45 eV/Å
Relative energy (zero: lowest compared OMol25 entry of this formula, charge and spin) ... 4.546 eV

Entry 4:
A structure of composition C3H5BrS in a non-equilibrium geometry, computed with the ωB97M-V functional and the def2-TZVPD basis.

Last column: Mulliken charge in e.
Geometry (Å):
C: -1.742 -0.707 -0.703  -0.261
C: 1.609 0.101 -0.078  -0.340
C: 0.940 0.707 0.879  -0.504
S: -1.610 -2.035 0.169  -0.029
Br: -2.352 0.874 0.031  -0.053
H: -1.620 -0.527 -1.868  0.331
H: 1.845 -1.042 -0.114  0.200
H: 0.425 0.180 1.779  0.233
H: 1.858 0.613 -1.048  0.218
H: 0.647 1.837 0.955  0.204

Properties
Multiplicity ... 3
Calculated total energy ... -84065.0694 eV
Maximum force ... 5.55 eV/Å
Relative energy (zero: lowest compared OMol25 entry of this formula, charge and spin) ... 0.347 eV

Entry 5:
A structure of composition C14H23CeN2PS in a non-equilibrium geometry, computed with the ωB97M-V functional and the def2-TZVPD basis.

Last column: Mulliken charge in e.
Geometry (Å):
C: -2.690 -1.842 3.653  -0.760
C: -2.108 -2.726 2.740  -0.791
C: -1.317 -2.275 1.669  0.200
C: -1.087 -0.880 1.524  1.079
C: -1.744 0.016 2.414  0.549
C: -2.529 -0.465 3.476  -0.936
C: -0.817 -3.295 0.672  -1.308
C: -0.890 -2.801 -0.783  -0.552
N: -2.117 -3.212 -1.471  -0.049
Ce: -0.089 -0.064 0.028  0.365
C: -1.690 1.504 2.120  -1.221
P: -1.722 1.616 0.254  0.801
H: -2.275 -3.803 2.844  0.436
H: -3.021 0.245 4.147  0.475
H: -3.295 -2.224 4.483  0.429
H: -0.735 1.965 2.444  0.374
H: -2.521 2.060 2.586  0.549
H: 0.241 -3.553 0.864  0.428
H: -1.403 -4.221 0.788  0.400
H: -0.768 -1.677 -0.819  0.411
C: -1.514 3.375 -0.170  -1.129
C: -3.454 1.216 -0.177  -1.217
H: -0.045 -3.230 -1.338  0.718
C: -3.304 -2.476 -1.058  -0.673
C: -1.948 -3.207 -2.918  -0.955
H: 1.073 1.063 -1.084  0.224
H: -4.188 -2.888 -1.574  0.472
H: -3.462 -2.585 0.025  0.204
H: -3.246 -1.386 -1.292  0.087
H: -2.852 -3.616 -3.398  0.335
H: -1.768 -2.189 -3.338  0.301
H: -1.090 -3.844 -3.188  0.361
H: -4.154 1.940 0.270  0.452
H: -3.569 1.221 -1.275  0.409
H: -3.683 0.203 0.192  0.285
H: -2.289 3.992 0.311  0.424
H: -0.519 3.719 0.157  0.402
H: -1.581 3.501 -1.265  0.405
H: 0.678 0.502 -1.628  -0.076
S: 2.013 0.777 -0.194  0.200
C: 3.535 1.460 -0.528  0.140
N: 4.595 1.899 -0.688  -0.248

Properties
Multiplicity ... 1
Calculated total energy ... -50897.4584 eV
Maximum force ... 11.05 eV/Å
Charge ... +2

Entry 6:
A structure of composition C19H14BrCo2O7S in a non-equilibrium geometry, computed with the ωB97M-V functional and the def2-TZVPD basis.

Last column: Mulliken charge in e.
Geometry (Å):
C: -2.416 3.392 0.964  -0.799
S: -2.395 2.006 -0.224  0.109
C: -2.048 2.922 -1.800  -0.823
C: -0.489 1.288 -0.309  -0.164
C: 0.442 2.278 0.376  0.174
C: 1.759 2.336 -0.331  0.388
C: 2.177 3.548 -0.891  -0.312
C: 3.525 3.701 -1.258  -0.497
C: 4.419 2.626 -1.058  0.050
Br: 6.279 2.884 -1.446  -0.216
C: 3.982 1.390 -0.527  -0.501
C: 2.610 1.205 -0.262  -0.442
O: 0.265 2.893 1.402  -0.607
H: -3.461 3.680 1.129  0.357
H: -1.953 3.067 1.903  0.278
H: -1.859 4.191 0.485  0.259
H: -3.034 3.088 -2.249  0.337
H: -1.572 3.869 -1.512  0.249
H: -1.379 2.330 -2.442  0.345
H: -0.276 1.379 -1.413  0.868
H: 1.456 4.367 -0.974  0.338
H: 3.869 4.648 -1.674  0.390
H: 4.706 0.591 -0.356  0.420
H: 2.235 0.245 0.115  0.390
O: 2.702 -3.398 2.361  -0.390
C: 1.745 -3.747 1.830  0.409
Co: 0.240 -4.285 1.095  0.064
C: 0.694 -4.398 -0.674  0.046
O: 0.997 -4.531 -1.798  -0.381
C: 0.450 -5.880 1.778  0.362
O: 0.568 -6.916 2.278  -0.431
C: -0.374 -2.384 1.463  -0.571
C: -0.643 -1.403 0.566  0.118
C: -0.989 0.019 0.308  -0.595
Co: -1.867 -2.922 0.456  0.142
C: -2.099 -2.943 -1.311  0.068
O: -2.342 -3.017 -2.442  -0.411
C: -3.517 -2.793 1.003  0.036
O: -4.656 -2.761 1.265  -0.445
C: -1.883 -4.769 0.576  0.339
O: -2.394 -5.807 0.499  -0.459
H: -0.337 -2.105 2.582  0.391
H: -1.551 -0.213 -0.673  0.181
H: -1.584 0.329 1.193  -0.065

Properties
Multiplicity ... 1
Calculated total energy ... -190386.5763 eV
Maximum force ... 3.62 eV/Å
Relative energy (zero: lowest compared OMol25 entry of this formula, charge and spin) ... 4.531 eV
Charge ... -1